[1]
31
Properties=species:S:1:pos:R:3:forces:R:3:nbo_charge:R:1 method="wB97M-V/def2-TZVPD" total_energy_ha=-650.193156 e_homo_ev=-12.936 homo_lumo_gap_ev=9.68 max_force_ev_per_a=6.67 charge=+1
O -0.11149 1.30175 -3.68027 1.177 1.376 0.153 -0.957
O -0.44782 -1.73783 -1.24297 2.747 2.240 5.245 -0.988
O 0.89693 -3.53117 0.42943 -0.352 -0.536 -0.432 -1.001
O 2.68654 -2.14740 -0.96632 1.710 1.123 -2.368 -0.953
N -1.76938 0.88531 -0.24520 -0.808 6.513 -1.182 -0.438
N -1.81348 3.08535 -0.81710 0.990 -2.224 -0.845 -0.500
C -2.08511 1.78067 -1.23393 1.280 -0.923 -2.603 0.258
C -1.37714 2.97499 0.45731 1.006 -1.079 3.116 -0.060
C 1.21485 -0.60248 2.37157 1.599 1.289 -2.003 -0.633
C -1.35087 1.62654 0.85586 -0.913 1.370 -1.301 0.159
C -0.84669 0.83513 1.95407 0.423 -0.954 2.465 -0.468
C 0.73633 0.80202 1.84642 -0.980 0.742 -0.786 -0.378
H 3.29975 -2.20189 -1.76802 -1.126 0.485 1.632 0.477
H -1.90470 -0.07224 -0.26067 -0.128 -2.414 -0.330 0.466
H -2.23330 1.40622 -2.34728 0.040 1.344 2.767 0.271
H -1.13074 1.19311 2.96543 0.187 0.328 -0.640 0.252
H -1.01830 3.90392 0.96368 -0.474 -1.296 -0.225 0.253
H -0.52236 -2.18421 -1.99912 -0.724 -2.731 -4.882 0.457
H 1.63698 -1.10096 1.43845 -0.324 0.251 1.423 0.238
H 0.92138 -3.57113 1.41018 -0.582 -0.587 -1.188 0.509
H 0.24125 -4.11441 -0.04623 0.857 0.736 1.811 0.503
H 0.50878 -1.98762 -0.93622 -2.255 0.871 -0.438 0.521
H -1.34711 -0.19839 2.00784 0.946 1.294 -0.745 0.228
H 0.76997 1.20397 -4.09006 -0.746 -0.025 0.271 0.491
H 1.09060 1.76905 2.31880 -0.081 -1.467 0.101 0.220
H 2.01370 -0.51475 3.13873 -0.741 -0.292 -0.428 0.236
H 0.33382 -1.14204 2.67190 0.057 -0.358 0.551 0.201
H 0.95455 1.04002 0.74459 0.061 -1.017 1.410 0.202
H -0.57448 0.50178 -3.82695 -0.435 -1.365 -0.408 0.469
H -1.20945 3.84316 -1.24096 -1.910 -1.222 -0.865 0.481
H 2.43698 -3.04645 -0.87297 -0.499 -1.473 0.720 0.483

=====

[2]
124
Properties=species:S:1:pos:R:3:forces:R:3:mulliken_charge:R:1 method="wB97M-V/def2-TZVPD" total_energy_ha=-10576.392728 e_homo_ev=-12.276 homo_lumo_gap_ev=9.12 max_force_ev_per_a=1.83 charge=+1
Br 4.39489 3.51261 5.22564 0.148 0.012 -0.101 -0.110
Cl -0.36679 0.85438 4.91117 0.047 0.017 0.061 -0.057
Cl -1.76874 -1.86246 3.45326 -0.308 -0.211 -0.293 -0.123
S 5.70527 0.31198 0.90387 0.164 -0.102 -0.145 0.897
S -4.30191 4.57463 -2.73848 0.424 -0.265 0.016 1.023
S -6.91310 2.95021 3.36698 -0.447 0.104 -0.190 1.066
S -7.73619 -0.76208 -1.84225 0.220 0.209 0.015 1.119
S 3.40562 -4.04748 5.64251 -0.090 -0.205 0.210 1.081
S 2.32492 -3.66910 -8.60882 -0.291 -0.132 0.044 1.122
S 5.71675 -4.42354 -3.25413 -0.100 -0.156 -0.264 1.091
P -0.97964 -0.04475 0.22578 -1.457 -0.638 -0.912 0.380
F 0.44797 1.69974 -2.05986 0.086 -0.087 0.028 -0.067
F 1.96068 -1.20648 -0.93881 -0.101 0.012 -0.007 -0.247
F 0.28796 -0.82355 -2.33577 0.257 -0.074 0.270 -0.271
F 2.63293 1.60700 -1.95235 -0.081 -0.067 0.126 -0.318
O 5.66778 -4.47209 -4.83873 -0.126 0.313 0.034 -0.316
O 2.27610 -5.09308 5.21051 -0.151 0.120 0.151 -0.311
O 1.08538 -4.52862 -9.11352 -0.019 0.185 -0.061 -0.301
O 2.82665 -2.74958 5.60352 0.074 0.070 -0.028 -0.465
O 1.41957 3.65413 -0.63486 -0.004 -0.161 0.065 -0.402
O 5.45483 1.38870 -0.25689 -0.445 -0.178 -0.070 -0.283
O -1.72344 0.54072 -0.88472 0.015 0.459 -0.123 -0.478
O 4.60694 -4.32560 4.95362 0.195 0.089 -0.092 -0.573
O -7.74205 0.82023 -1.62156 0.148 -0.115 -0.176 -0.303
O -8.10041 -1.02724 -3.18457 -0.150 -0.044 -0.115 -0.550
O -6.02906 1.99304 2.80147 0.230 -0.143 0.052 -0.484
O 4.51224 0.23033 1.68900 -0.302 0.194 -0.238 -0.326
O 6.94885 0.55209 1.52071 0.117 0.023 0.265 -0.553
O 4.13234 -4.36623 -3.00386 0.014 -0.022 -0.082 -0.305
O -7.49003 3.88055 2.20598 -0.075 0.046 0.165 -0.269
O 2.60588 -2.66975 -9.56438 0.145 0.110 -0.160 -0.543
O 3.34024 -4.53770 -8.12450 -0.002 0.098 -0.140 -0.597
O -8.38740 -1.39916 -0.75936 -0.095 -0.172 0.089 -0.543
O 1.60269 -3.01208 -7.33168 -0.040 -0.276 0.114 -0.259
O -2.81298 4.84056 -2.22249 -0.003 0.126 -0.367 -0.344
O -6.15631 -0.98158 -1.67174 -0.022 0.049 0.235 -0.324
O -8.27711 2.21420 3.73428 0.081 -0.125 -0.227 -0.316
O 3.55479 -4.52308 7.15257 0.079 -0.165 -0.115 -0.306
O -5.04722 4.01973 -1.66683 -0.329 0.119 0.094 -0.488
O 1.82618 3.21442 1.59431 -0.149 -0.630 -0.345 -0.391
O -6.51018 3.77699 4.44237 0.272 0.052 0.091 -0.554
O -4.74605 5.69604 -3.47017 -0.140 0.182 0.065 -0.557
O 5.83306 -0.96600 -0.02683 -0.017 0.105 0.028 -0.290
O 6.20442 -5.64344 -2.73756 0.071 -0.111 0.219 -0.553
O 6.30226 -3.18635 -2.86577 0.018 -0.020 -0.049 -0.582
O -3.95524 3.37156 -3.73716 0.012 -0.104 0.101 -0.330
N 0.10801 3.30108 3.15886 0.078 -0.487 -0.300 -0.206
N 0.23403 1.16426 0.83930 0.843 -0.371 0.589 0.544
N 0.00878 5.41776 0.27539 -0.732 0.557 0.349 -0.523
C -0.22880 -1.09038 3.06064 0.365 0.085 0.769 0.992
C 5.83595 0.81295 -1.52815 0.403 -0.033 -0.032 -0.452
C 0.88285 -1.66796 3.94172 -0.171 -0.312 -0.936 -1.861
C 1.18827 2.47603 2.70484 -0.606 0.775 0.933 0.249
C 4.34155 -4.82097 -5.28709 -0.101 -0.291 -0.066 -0.117
C 2.54603 3.53169 4.61951 -0.304 -0.139 0.045 -0.508
C 0.65893 4.57243 -0.13827 0.617 -0.398 -0.259 0.649
C -2.54350 3.32616 -3.97699 0.165 0.247 -0.181 -0.372
C -6.45218 1.26857 -1.16757 0.102 0.062 0.434 -0.109
C 1.64351 3.65537 5.83474 0.164 0.605 -0.035 -1.163
C -0.39909 0.43233 3.19624 -0.051 -0.098 0.061 -0.538
C 1.47184 1.07448 -1.46451 0.212 -0.045 -0.210 1.131
C 1.53677 1.32043 0.06074 -0.202 0.548 -0.405 -0.973
C 2.09440 -6.08486 6.23815 0.209 -0.281 0.042 -0.310
C 2.04086 2.74216 0.33454 0.448 0.208 0.232 -0.698
C 0.68057 1.07985 2.31424 0.481 0.362 0.434 -1.043
C -9.38687 2.93309 3.16954 -0.152 0.329 0.136 -0.356
C -1.94702 3.79169 -2.66594 0.206 -0.316 0.254 0.084
C 0.02328 -4.51535 -8.15023 -0.027 -0.199 0.304 -0.353
C 5.48777 -0.65207 -1.38685 -0.023 0.133 -0.192 0.377
C -5.48025 0.28060 -1.76709 0.022 0.136 -0.387 0.129
C 2.30973 2.31758 3.73889 0.608 -0.046 -0.523 -0.389
C 1.51341 -0.40866 -1.94050 -0.207 0.072 -0.486 -0.398
C -8.83616 3.49620 1.87668 -0.093 -0.275 -0.216 -0.158
C 2.44260 -5.35626 7.51897 -0.345 0.133 0.072 -0.323
C 0.17752 -3.18229 -7.44891 -0.169 0.220 -0.232 -0.302
C 3.44080 -4.18628 -4.25181 -0.006 0.261 -0.105 -0.181
H 0.05685 -1.35198 2.04191 -0.256 -0.007 -0.223 0.092
H -1.39038 0.73544 2.87734 -0.156 0.126 -0.088 0.814
H -10.22228 2.25773 3.01484 0.122 -0.184 0.053 0.319
H -5.29167 0.49517 -2.82188 0.010 0.035 0.019 0.217
H 0.36548 4.27646 3.08737 -0.117 0.154 0.064 0.402
H 1.54299 0.42294 2.37441 0.184 -0.163 -0.500 0.029
H -6.43316 1.23324 -0.07540 0.001 -0.020 -0.002 0.207
H 1.58027 4.70459 6.10606 0.038 0.165 0.164 0.363
H 3.19547 2.19225 3.12177 0.236 -0.250 0.021 0.222
H 5.29491 1.30315 -2.33058 -0.125 0.147 0.117 0.294
H -8.79965 2.73889 1.09132 -0.020 -0.004 0.011 0.136
H -1.95964 2.99422 -1.91774 0.002 -0.040 -0.070 0.000
H 1.07052 -6.44574 6.22422 -0.061 0.137 -0.144 0.312
H -9.38863 4.36129 1.52332 0.155 0.133 0.044 0.330
H 2.77773 -6.91236 6.04427 0.009 0.005 0.019 0.288
H -0.93158 -4.61892 -8.65610 0.081 0.014 -0.187 0.319
H 6.03649 -1.29816 -2.06639 0.055 -0.001 0.250 0.385
H 4.16088 -4.44203 -6.29212 0.362 -0.010 0.288 0.142
H 2.31049 0.66205 0.44727 -0.205 -0.356 0.327 0.183
H 0.16578 -5.35221 -7.46389 -0.010 0.011 0.001 0.271
H 0.50288 -2.01355 4.88731 0.029 0.310 0.394 0.481
H 1.71650 -0.98499 4.04581 0.112 0.162 0.296 0.400
H -0.24746 2.07185 0.76591 -0.266 -0.071 -0.237 0.986
H -0.75078 3.15364 2.64323 -0.134 0.251 -0.003 0.377
H -0.93583 4.17505 -2.77722 -0.063 0.198 0.026 0.326
H -2.29900 4.00456 -4.79634 -0.001 0.010 0.013 0.298
H 6.90678 0.96321 -1.66566 0.004 -0.020 0.003 0.378
H 3.32502 -3.11422 -4.43431 -0.006 -0.026 -0.029 0.195
H 1.27342 -2.54070 3.42995 0.087 -0.219 0.019 0.430
H -6.26519 2.28129 -1.50137 -0.249 0.006 -0.092 0.174
H -4.53646 0.23986 -1.23011 -0.039 -0.177 0.072 0.017
H 2.21277 1.39748 4.30423 -0.197 -0.017 0.322 0.348
H -0.22076 -2.36194 -8.04790 -0.022 -0.022 -0.009 0.286
H -9.67658 3.72339 3.86389 -0.006 0.010 -0.023 0.290
H 3.10178 2.77108 0.11389 0.164 0.067 -0.257 0.783
H -2.24848 2.31470 -4.24101 -0.182 -0.081 0.054 0.325
H 0.63384 3.33140 5.62739 -0.134 -0.240 -0.025 0.284
H -1.81319 -0.39271 1.28951 0.369 0.116 0.281 0.108
H 2.47715 4.41206 3.99183 0.063 0.243 -0.058 0.564
H 2.73363 -6.02537 8.32222 0.214 0.058 -0.009 0.321
H -0.27815 -3.17039 -6.46306 0.183 0.004 0.092 0.315
H 2.46267 -4.65607 -4.19777 0.041 -0.087 0.162 0.350
H 2.18145 -0.48419 -2.79494 0.171 -0.012 -0.017 0.419
H 2.07893 3.14462 6.68333 -0.152 -0.351 0.127 0.393
H -0.20500 -1.15999 -0.09901 0.298 0.122 0.395 0.096
H 4.25611 -5.90890 -5.28784 -0.034 0.010 0.016 0.254
H 1.62503 -4.71534 7.85403 -0.009 -0.024 -0.001 0.266
H 4.42109 -0.82428 -1.51495 -0.156 -0.044 -0.003 -0.307

=====

[3]
12
Properties=species:S:1:pos:R:3:forces:R:3:nbo_charge:R:1 method="wB97M-V/def2-TZVPD" total_energy_ha=-629.277016 e_homo_ev=-9.206 homo_lumo_gap_ev=8.43 max_force_ev_per_a=4.84
S -1.66798 3.38110 1.19485 0.106 -0.181 1.322 0.197
O -2.01103 0.15185 0.91754 0.235 1.100 0.421 -0.708
C -1.30875 2.52735 2.43525 -0.317 1.258 -0.811 -0.187
C 0.48519 0.67166 0.59693 1.170 0.758 3.297 -0.451
C -0.79151 0.03159 0.20128 -1.200 2.945 1.311 0.093
C -0.16839 1.16711 -0.61790 1.119 -4.101 -2.316 -0.465
H 0.44698 1.47663 1.48288 0.149 -2.277 -1.857 0.221
H -0.48434 2.14197 -0.59293 -0.980 1.918 -0.359 0.204
H -2.03451 1.01398 1.38824 -0.046 -1.228 -0.480 0.456
H -0.87060 -0.93144 -0.14363 0.768 -1.981 -1.346 0.197
H 1.40517 0.06163 0.60048 -0.470 0.592 -0.120 0.224
H 0.25312 0.73011 -1.57357 -0.535 1.198 0.940 0.219

=====

[4]
54
Properties=species:S:1:pos:R:3:forces:R:3:nbo_charge:R:1 method="wB97M-V/def2-TZVPD" total_energy_ha=-1984.571867 e_homo_ev=-8.666 homo_lumo_gap_ev=9.20 max_force_ev_per_a=1.29
S -1.09106 -3.17917 4.93300 -0.471 0.010 -0.220 2.174
S 0.31859 -3.16307 1.06800 0.108 -0.420 1.213 0.370
O 0.00606 -2.90651 -1.16473 -0.085 -0.021 -0.758 -0.605
O -1.22019 2.58420 0.46585 0.211 -0.243 0.132 -0.507
O -2.31890 -3.85459 5.23423 -0.152 -0.122 -0.261 -0.925
O -0.25613 -2.78110 6.03045 0.493 0.198 -0.014 -0.945
N 0.09089 -0.78629 2.08113 0.126 0.155 0.278 -0.411
N -0.13471 -0.85701 -0.21528 -0.283 0.627 0.455 -0.658
C 0.11552 2.35838 0.31065 0.275 -0.047 0.155 0.296
C 2.27202 2.73919 -0.68941 0.101 -0.062 0.032 -0.198
C -1.34311 -1.73060 3.85973 0.328 -0.760 0.425 -0.678
C 2.83894 1.78844 0.13744 0.118 0.023 -0.065 -0.238
C -0.10358 -4.07546 3.69290 -0.470 0.328 0.450 -0.671
C -1.35693 0.02394 -2.60886 -0.064 -0.111 -0.289 -0.386
C 1.08246 0.50983 -4.16649 0.064 0.194 0.246 -0.396
C -0.11521 -1.68935 -1.28778 -0.086 -0.346 -0.443 0.710
C 2.04182 1.12351 1.05304 -0.190 0.183 0.019 -0.202
C -0.05341 1.52622 -4.13614 -0.058 -0.192 -0.292 -0.397
C 0.92076 3.02907 -0.60273 -0.314 0.102 -0.029 -0.299
C 0.68664 1.38830 1.14653 -0.023 0.346 0.076 0.020
C 0.05825 -1.58586 3.28458 0.196 0.231 0.091 -0.048
C 0.05040 -1.44326 0.92258 0.208 -0.669 -0.363 0.358
C -1.85540 3.49808 -0.39652 -0.130 0.153 -0.101 -0.249
C 1.12340 -0.27845 -2.86221 -0.012 -0.133 -0.263 -0.385
C -0.21350 -0.99186 -2.61687 0.067 0.037 0.181 -0.312
C 0.59534 -2.98130 2.91674 0.440 0.257 -0.902 -0.388
C -0.17378 0.63961 2.13193 -0.163 0.229 -0.229 -0.255
C -1.38530 0.81841 -3.91022 0.038 0.173 0.216 -0.398
H 1.31366 0.39774 -2.02610 0.044 0.023 0.046 0.217
H -0.37581 -1.74492 -3.39383 0.008 -0.006 0.075 0.218
H -1.46397 4.51212 -0.26727 0.005 -0.049 -0.022 0.178
H 0.57626 -4.75713 4.19232 -0.041 -0.027 0.186 0.261
H 2.87956 3.26407 -1.41132 0.052 0.058 -0.061 0.216
H -1.67189 -0.87664 4.44066 -0.067 -0.018 0.180 0.258
H -2.19829 1.54778 -3.87813 -0.053 -0.035 -0.060 0.203
H 0.04248 0.97490 3.15022 -0.071 -0.037 -0.037 0.218
H 0.93501 -0.17541 -5.00426 0.042 -0.029 -0.092 0.194
H 0.69921 -1.12142 4.04331 -0.081 -0.047 -0.137 0.232
H -2.90738 3.48225 -0.11572 0.060 0.037 -0.059 0.202
H 1.67530 -3.01791 3.06867 -0.116 0.047 0.082 0.235
H -2.07785 -1.99857 3.10562 -0.081 -0.057 -0.114 0.247
H 0.50455 3.78142 -1.25403 -0.079 0.056 -0.047 0.220
H 3.89206 1.56415 0.07047 0.105 -0.019 -0.005 0.216
H -0.81015 -4.63340 3.08422 -0.083 -0.074 -0.014 0.254
H 2.47550 0.37600 1.70111 0.036 -0.126 0.065 0.210
H -1.22501 0.84185 1.90585 0.077 -0.032 0.141 0.230
H -0.08130 2.08520 -5.07408 0.012 0.081 0.032 0.206
H -1.20806 0.69206 -1.76019 -0.053 0.063 0.051 0.215
H 2.03678 1.01963 -4.31312 0.039 -0.039 -0.078 0.207
H -1.75821 3.19860 -1.44449 0.031 -0.001 0.012 0.178
H -2.30697 -0.49599 -2.46794 -0.045 0.018 0.093 0.208
H -1.57994 0.14168 -4.74549 -0.064 -0.006 -0.088 0.195
H 0.12604 2.23421 -3.32420 0.003 0.102 0.041 0.192
H 1.92854 -1.01557 -2.89382 0.047 -0.004 0.070 0.212